Entry 1:
{
  "formula": "C14H32LiNO14P",
  "method": "ωB97M-V/def2-TZVPD",
  "homo_ev": -2.59,
  "gap_ev": 4.66,
  "de_lowest_kcal_mol": 0.0,
  "total_charge": -1,
  "spin_multiplicity": 1,
  "symbols": ["P", "O", "O", "O", "O", "O", "O", "O", "O", "O", "O", "O", "O", "O", "O", "N", "C", "C", "C", "C", "C", "C", "C", "C", "C", "C", "C", "C", "C", "C", "Li", "H", "H", "H", "H", "H", "H", "H", "H", "H", "H", "H", "H", "H", "H", "H", "H", "H", "H", "H", "H", "H", "H", "H", "H", "H", "H", "H", "H", "H", "H", "H", "H"],
  "positions_angstrom": [[-2.5427, -1.6683, 0.5287], [-2.2487, 1.1947, -1.6893], [2.8893, -1.8793, 4.6787], [-3.3407, -2.7483, -0.1693], [0.6603, -1.5433, 4.8647], [-2.6627, -1.4123, 1.9997], [1.8223, -0.3843, 3.3217], [3.4303, 0.1127, -1.7483], [2.9703, 1.9837, -2.7293], [2.0603, 1.6247, -0.7513], [-1.1257, -1.4733, 0.2297], [-2.8437, 3.1997, 2.6077], [-0.9647, 3.5907, 3.6757], [-2.9647, -0.2263, 0.1307], [-1.0837, 1.7417, 2.3367], [-1.0037, -1.7533, -3.5433], [2.8623, 1.1817, -1.7623], [1.8763, 0.6567, 0.3447], [-1.6287, 2.7667, 2.7617], [-0.6107, -1.0383, 4.4207], [-0.3777, -2.3773, -2.3743], [0.3623, 3.5447, 3.9107], [4.0653, 1.7307, -3.7043], [-1.8757, -2.7093, -4.1623], [1.8233, -1.2553, 4.2047], [-3.6827, 2.6637, 1.6157], [4.1373, -1.4263, 4.2207], [-1.8837, -0.6413, -3.0373], [0.0183, -1.3043, -4.5283], [-1.2547, 0.4877, -2.2523], [-1.4987, 0.0397, 1.3487], [-1.3337, -2.7783, -1.8103], [0.9553, 3.6237, 3.1577], [1.3353, -0.2433, -0.0353], [0.6413, 2.4507, 4.0887], [0.2123, -3.2943, -2.9243], [-2.4247, -1.0683, -2.3353], [-4.7237, 2.8277, 1.6647], [0.5743, -0.5683, -4.2303], [0.6993, 4.1647, 4.7807], [-3.4337, 1.4447, 1.6707], [-2.6317, 0.5607, -0.9833], [0.3333, -1.6683, -2.0013], [-3.2467, 2.9537, 0.6397], [-0.7157, 1.2737, -2.7033], [-2.4657, -2.3853, -5.0893], [4.8743, -2.0993, 4.7557], [4.2383, -1.5773, 3.2157], [5.0263, 1.9977, -3.4253], [2.8533, 0.2157, 0.7667], [-0.7737, -0.0203, -1.3873], [4.1233, 0.7617, -4.3053], [0.5903, -1.9723, -5.1043], [-0.6497, -0.1033, 4.6967], [-1.3657, -1.7963, 4.6537], [3.7983, 2.6037, -4.5573], [-0.3937, -1.1063, 3.3597], [-1.2897, -3.5013, -4.4373], [-0.6197, -0.9213, -5.1303], [1.2283, 1.2127, 1.0247], [-2.4267, -0.1583, -3.7993], [4.2273, -0.4443, 4.3877], [-2.5987, -3.0653, -3.3543]],
  "forces_ev_per_a": [[-4.4, 0.4, 0.2], [-2.2, 1.9, -0.5], [-1.5, -0.8, 0.7], [0.7, -0.5, -0.4], [3.4, -1.7, 1.6], [-0.3, -1.5, 4.0], [0.9, -1.7, 1.3], [0.2, -0.5, 0.3], [1.4, 2.7, -3.6], [1.2, -0.6, -1.1], [7.0, -1.3, -1.8], [0.3, 1.9, 1.5], [-4.2, 0.9, -1.5], [-2.4, 3.1, -2.4], [-1.0, 2.0, 0.2], [0.9, 1.1, -0.3], [-0.5, -3.0, 3.8], [0.4, -1.2, -0.5], [2.4, -1.5, 1.1], [1.9, -5.3, -3.5], [-0.7, -4.1, -1.4], [-0.1, -4.1, 5.4], [-3.4, 1.9, -4.2], [-3.7, -0.1, 0.1], [-3.2, 2.9, -1.1], [3.2, -5.5, -2.0], [0.6, -3.9, 1.8], [3.3, 2.6, -2.4], [-1.4, -3.8, 1.6], [1.3, -1.1, 1.9], [-0.2, 0.0, 0.2], [2.7, 0.9, 0.2], [3.4, 1.8, -5.4], [0.1, 0.8, 0.2], [-0.3, 1.0, 0.8], [-1.1, 1.9, 1.8], [-3.3, -2.3, 3.1], [-0.8, 0.7, 0.9], [3.3, 4.0, 2.5], [-0.8, -0.4, -0.9], [-1.4, 2.8, -0.7], [-0.8, -0.6, 1.5], [-0.1, -0.1, 1.0], [-0.6, -0.1, 0.3], [1.7, 0.1, -1.5], [1.0, 0.2, 1.5], [-0.7, 1.2, -0.5], [0.2, -0.5, -2.8], [1.6, 0.3, 1.6], [-1.4, 1.4, -0.5], [0.9, 0.2, -0.6], [-0.8, 1.0, 1.5], [0.5, -1.8, 0.1], [-1.1, 4.9, 1.7], [0.1, 0.7, 0.2], [0.6, -2.4, 2.2], [-1.4, 0.5, -0.5], [1.4, -2.3, -0.8], [-3.6, 3.1, -5.0], [0.5, -0.3, 0.2], [-0.9, -0.1, -1.4], [0.7, 3.7, 1.0], [0.7, 0.5, -1.2]],
  "lowdin_charge": [-0.231, -0.105, 0.017, -0.412, -0.028, -0.443, 0.078, 0.089, 0.024, -0.014, -0.435, 0.015, -0.010, -0.450, 0.061, -0.380, -0.681, -0.018, -0.494, 0.006, 0.009, -0.105, -0.015, -0.038, -0.529, -0.017, -0.039, -0.077, 0.040, -0.324, 0.567, 0.131, 0.021, 0.086, 0.116, 0.153, 0.068, 0.073, 0.056, 0.119, 0.147, -0.022, 0.085, 0.106, 0.109, 0.143, 0.127, 0.065, 0.045, 0.113, 0.096, 0.106, 0.111, 0.034, 0.117, 0.145, 0.076, 0.061, 0.041, 0.077, 0.134, 0.055, 0.148]
}



Entry 2:
{
  "formula": "C14H32O9S",
  "method": "ωB97M-V/def2-TZVPD",
  "homo_ev": -9.25,
  "gap_ev": 8.59,
  "spin_multiplicity": 1,
  "symbols": ["S", "O", "O", "O", "O", "O", "O", "O", "O", "O", "C", "C", "C", "C", "C", "C", "C", "C", "C", "C", "C", "C", "C", "C", "H", "H", "H", "H", "H", "H", "H", "H", "H", "H", "H", "H", "H", "H", "H", "H", "H", "H", "H", "H", "H", "H", "H", "H", "H", "H", "H", "H", "H", "H", "H", "H"],
  "positions_angstrom": [[2.1529, 1.1374, 3.5971], [7.6382, -1.0643, -2.6359], [-4.6166, 2.1200, 2.0136], [-4.6835, -0.8236, -1.4100], [-2.3955, 2.7387, 0.1674], [3.0590, 0.2110, 2.4495], [-5.7110, -3.5541, -0.9481], [0.6516, 1.4569, 2.8548], [1.8401, 0.2079, 4.7938], [6.5701, -0.3698, 0.0290], [-4.3534, -3.9784, -0.9817], [6.8579, 0.0139, -3.1430], [-5.9480, -1.1198, -0.8095], [4.4582, 0.7474, 2.3650], [5.6467, 1.5157, 2.5541], [8.4439, -0.6754, -1.5192], [-3.6296, 2.0305, 3.0345], [-5.9153, -2.4546, -0.0562], [-3.7601, 3.1044, -0.0596], [-4.6501, -1.1550, -2.7947], [5.4292, -1.1445, -0.3209], [-4.5098, 3.3301, 1.2584], [-2.1878, 1.3330, 0.0712], [7.7949, -1.0759, -0.1893], [-4.0357, 4.1191, 1.8546], [7.6328, -2.1593, -0.1372], [6.4074, 0.6097, -2.3441], [5.2135, -1.8503, 0.4883], [6.0552, -0.4041, -3.7564], [8.6537, 0.4005, -1.5481], [-4.1507, -4.6007, -0.1036], [-3.5582, 0.9886, 3.3544], [-5.1496, -0.3722, -3.3720], [-4.2028, -4.5812, -1.8800], [-6.8880, -2.6088, 0.4230], [-3.6040, -1.2105, -3.1077], [-2.1300, 1.0413, -0.9810], [0.7777, 1.5272, 1.8528], [-5.5304, 3.6538, 1.0283], [-2.6455, 2.3631, 2.6972], [4.5768, -0.4710, -0.4341], [-3.9424, 2.6393, 3.8896], [-3.6522, -3.1411, -0.9986], [6.4819, 2.3105, 2.8640], [-6.1556, -0.3194, -0.0917], [-5.1237, -2.1190, -3.0007], [-3.7493, 4.0451, -0.6200], [-2.9802, 0.7632, 0.5648], [-5.1525, -2.4470, 0.7317], [-1.2376, 1.0940, 0.5560], [-4.2655, 2.3530, -0.6779], [7.4823, 0.6564, -3.7696], [8.4718, -0.8005, 0.6263], [-6.7463, -1.1098, -1.5611], [9.3980, -1.2041, -1.6146], [5.5669, -1.6971, -1.2529]],
  "forces_ev_per_a": [[-1.2, -1.7, 4.4], [0.0, 0.4, 0.4], [0.4, 0.3, -0.2], [-0.3, -0.3, -0.2], [-0.4, -0.2, 0.1], [3.7, 1.4, -0.5], [0.3, 0.4, 0.1], [1.9, -1.2, -1.4], [0.8, 3.1, -4.8], [0.2, -0.4, -0.5], [-0.2, -0.2, 0.1], [0.0, -0.2, -0.1], [0.4, -0.1, 0.4], [6.4, 5.7, 2.2], [-9.4, -4.7, -0.4], [-0.2, -0.6, 0.0], [-0.2, 0.0, 0.1], [-0.3, 0.0, -0.5], [0.3, 0.3, 0.4], [0.1, 0.1, 0.1], [0.0, 0.1, 0.3], [-0.1, -0.5, -0.3], [0.0, 0.1, 0.0], [-0.1, 0.6, -0.1], [0.1, -0.1, -0.1], [0.0, 0.1, -0.1], [0.1, -0.1, 0.0], [-0.1, -0.1, -0.1], [0.2, 0.0, 0.1], [-0.1, -0.1, 0.1], [0.1, 0.0, 0.0], [-0.1, 0.1, -0.1], [0.0, 0.0, -0.1], [-0.1, 0.0, 0.1], [0.0, 0.0, 0.0], [-0.1, 0.1, 0.1], [-0.1, -0.1, 0.0], [-0.2, 0.0, 1.7], [0.0, 0.0, 0.0], [-0.1, 0.0, -0.1], [0.1, 0.0, 0.1], [0.1, 0.0, 0.1], [-0.1, 0.0, 0.0], [-2.1, -2.6, -1.2], [0.0, 0.0, 0.0], [0.0, 0.1, 0.1], [0.0, 0.0, 0.0], [0.0, 0.1, -0.1], [0.0, 0.1, -0.1], [-0.1, 0.1, 0.0], [0.0, 0.0, 0.2], [0.0, 0.1, 0.0], [0.0, 0.0, 0.0], [0.1, -0.1, 0.0], [0.0, 0.0, 0.0], [0.1, 0.1, 0.0]],
  "lowdin_charge": [1.009, -0.197, -0.200, -0.215, -0.195, -0.372, -0.197, -0.312, -0.428, -0.224, -0.113, -0.112, -0.188, -0.151, 0.102, -0.194, -0.108, -0.191, -0.188, -0.108, -0.120, -0.192, -0.099, -0.191, 0.125, 0.126, 0.082, 0.089, 0.090, 0.124, 0.088, 0.091, 0.086, 0.089, 0.123, 0.089, 0.088, 0.087, 0.122, 0.079, 0.083, 0.088, 0.081, 0.086, 0.121, 0.084, 0.122, 0.083, 0.125, 0.071, 0.121, 0.086, 0.122, 0.126, 0.122, 0.084]
}



Entry 3:
{
  "formula": "C14H33BIO3P2Sm",
  "method": "ωB97M-V/def2-TZVPD",
  "homo_ev": [-14.43, -14.44],
  "gap_ev": [6.04, 6.02],
  "s2": 8.81,
  "total_charge": 2,
  "spin_multiplicity": 6,
  "symbols": ["Sm", "I", "P", "P", "O", "O", "O", "C", "C", "C", "C", "C", "C", "C", "C", "C", "C", "C", "C", "C", "C", "B", "H", "H", "H", "H", "H", "H", "H", "H", "H", "H", "H", "H", "H", "H", "H", "H", "H", "H", "H", "H", "H", "H", "H", "H", "H", "H", "H", "H", "H", "H", "H", "H", "H"],
  "positions_angstrom": [[1.1405, 0.5334, -1.9945], [1.7246, 0.6952, 0.9920], [0.6529, -2.1361, -1.6050], [0.6561, 3.2335, -1.6388], [0.2045, -1.6705, 1.3369], [-2.6297, 0.5309, -0.7188], [-1.0399, 0.3106, 1.2593], [-0.7704, 3.7391, -0.8731], [-2.5739, -0.2650, 2.8148], [2.1397, -2.5124, -0.7006], [-1.0394, -2.6664, 2.8658], [0.8542, -2.7075, -3.2879], [-1.0766, -0.0770, 2.5549], [-0.4060, 0.4903, -3.8644], [0.8748, 3.6654, -3.3279], [0.9028, -1.3823, 3.5465], [-0.6127, 1.0453, 3.4112], [-1.4894, 0.3656, -0.8682], [-0.8184, -2.7706, -0.8798], [2.1378, 3.4934, -0.7055], [-0.2116, -1.4481, 2.5862], [-0.2476, -0.5601, 0.2443], [-0.7293, 0.7252, 4.4295], [-2.6467, -0.5822, 3.8422], [1.9199, -2.4601, 0.3537], [-1.0288, 1.3878, -3.8396], [-0.5877, 4.8073, -0.8925], [1.0947, 4.7154, -3.1704], [-1.2305, 1.9249, 3.2587], [1.4687, -2.3101, 3.5397], [-1.7281, -2.4872, -1.4413], [2.3239, -3.5451, -0.9854], [1.1106, -3.7541, -3.1164], [1.9015, 3.4132, 0.3602], [1.7060, 3.1449, -3.8242], [1.6638, -2.1829, -3.8168], [-0.8591, 3.3469, 0.1465], [2.3320, 4.5141, -1.0191], [-0.6112, -3.8461, -0.8435], [-0.0871, -2.6016, -3.8398], [-3.0999, 0.6817, 2.7321], [-0.4055, -3.5545, 2.8974], [0.4694, -1.2790, 4.5306], [-0.8811, -0.4884, -3.9132], [-0.0471, 3.5050, -3.8920], [0.4130, 1.3663, 3.2607], [-0.9562, -2.4333, 0.1682], [-1.6669, 3.4666, -1.4399], [-1.4338, -2.5329, 3.8556], [2.9867, -1.8482, -0.9118], [-3.0879, -0.9800, 2.1732], [0.5786, 0.5972, -4.4069], [2.9859, 2.8325, -0.9396], [1.6252, -0.5785, 3.4165], [-1.8653, -2.8717, 2.1804]],
  "forces_ev_per_a": [[0.6, 0.8, -0.3], [1.4, 0.3, -1.8], [-0.6, 2.2, 0.9], [0.8, -6.1, -0.1], [0.9, 1.2, -6.7], [4.1, -0.5, -1.6], [1.1, -0.4, -6.1], [-1.5, 1.7, 0.7], [0.1, -0.3, 0.9], [0.0, -0.8, -0.2], [-0.6, -0.6, 1.3], [-0.2, 0.0, -0.1], [-1.3, -2.0, 0.8], [1.1, 0.0, 1.9], [-0.1, 1.0, -0.2], [1.2, -0.1, 1.1], [0.5, 0.6, 0.6], [-4.5, 0.8, 0.3], [-0.9, -1.6, 0.0], [0.1, 1.4, 0.0], [-2.5, 0.9, 1.5], [1.2, 1.1, 8.1], [0.0, 0.1, 0.7], [-0.6, -0.2, 0.4], [-0.1, 0.0, 0.3], [0.0, -0.5, -0.6], [-1.2, 0.8, 0.7], [0.2, 0.6, -1.3], [-0.2, 0.0, 0.0], [0.0, -0.2, 0.0], [0.6, -0.5, -0.2], [0.8, -0.2, 0.2], [0.1, -0.2, -0.6], [0.2, 0.3, -0.3], [-0.1, 0.3, 0.2], [-0.2, -0.3, 0.1], [0.2, 0.2, -0.2], [1.1, 0.5, 0.6], [-1.0, -0.2, 0.1], [0.3, -0.2, 0.1], [0.1, 0.2, -0.1], [0.1, 0.1, -0.1], [0.1, 0.0, 0.5], [-0.2, 0.4, -0.7], [0.2, 0.2, 0.0], [0.0, -0.2, 0.1], [0.2, -0.7, -0.8], [0.2, 0.2, 0.0], [-0.6, -0.4, 0.6], [-0.1, -0.3, -0.2], [0.3, -0.1, 0.0], [-1.1, -0.1, -0.3], [-0.3, 0.3, -0.1], [-0.2, 0.0, 0.0], [0.1, 0.3, 0.0]],
  "lowdin_charge": [1.100, 1.167, 0.724, 0.623, -0.234, 0.240, -0.184, -0.238, 0.012, -0.221, 0.000, -0.205, -0.539, -0.244, -0.236, -0.033, -0.035, 0.007, -0.203, -0.333, -0.605, -0.808, 0.104, 0.096, 0.046, -0.014, 0.072, 0.066, 0.105, 0.109, 0.100, 0.075, 0.076, 0.006, 0.072, 0.071, 0.081, 0.063, 0.097, 0.069, 0.101, 0.110, 0.108, -0.025, 0.069, 0.026, 0.052, 0.082, 0.096, 0.060, 0.098, 0.000, 0.039, 0.035, 0.100]
}



Entry 4:
{
  "formula": "C14H33INO8S4",
  "method": "ωB97M-V/def2-TZVPD",
  "homo_ev": -3.40,
  "gap_ev": 5.31,
  "total_charge": -1,
  "spin_multiplicity": 1,
  "symbols": ["I", "S", "S", "S", "S", "O", "O", "O", "O", "O", "O", "O", "O", "N", "C", "C", "C", "C", "C", "C", "C", "C", "C", "C", "C", "C", "C", "C", "H", "H", "H", "H", "H", "H", "H", "H", "H", "H", "H", "H", "H", "H", "H", "H", "H", "H", "H", "H", "H", "H", "H", "H", "H", "H", "H", "H", "H", "H", "H", "H", "H"],
  "positions_angstrom": [[2.7728, -0.5916, 1.6231], [-0.2362, -2.3934, -2.6798], [0.6787, 7.0699, 3.3904], [4.7368, -1.6336, -1.8781], [-5.0208, -3.7560, -3.9247], [-0.2335, 1.0052, 2.2647], [0.2782, -2.7221, -1.3305], [2.1382, -3.2735, 3.4325], [0.2943, -4.3972, 2.9618], [0.8273, 2.1639, 3.8788], [3.7367, -1.0645, -2.8215], [0.1750, 5.6848, 3.2088], [-4.7170, -2.3381, -3.6044], [1.0313, -1.5505, 1.1604], [2.3678, 7.0992, 2.7764], [0.3185, -2.1441, 2.2872], [5.8077, -0.2855, -1.3679], [-5.3747, -4.5915, -2.3726], [0.2207, -0.6876, -3.0126], [-6.7056, -3.8046, -4.5546], [-1.1364, 3.1571, 2.9728], [-0.0477, -1.1574, 3.3869], [-0.9875, -0.0409, 2.9123], [-0.0199, 8.0656, 2.0644], [5.9678, -2.4888, -2.8777], [-2.0002, -2.0975, -2.5125], [0.9937, -3.3697, 2.9399], [-0.0836, 2.0776, 3.0915], [-4.4546, -4.6365, -1.7935], [-0.6229, -2.5134, 1.8791], [0.1719, 7.5857, 1.1046], [-6.7222, -3.2929, -5.5145], [0.8056, -0.7040, 3.8850], [-5.7250, -5.6031, -2.5782], [-1.0928, 8.1405, 2.2281], [1.3057, -0.6433, -3.1078], [5.4906, -3.3562, -3.3286], [-1.2203, 3.4373, 1.9268], [1.1662, -2.2098, 0.4012], [-2.1769, -1.3705, -1.7194], [6.3370, -1.8244, -3.6604], [6.1873, 0.2373, -2.2473], [2.3997, 6.6825, 1.7698], [-1.5139, 0.3462, 3.7851], [2.7355, 8.1258, 2.7759], [-2.0808, 2.7635, 3.3445], [-1.6682, -0.4758, 2.1871], [-2.4824, -3.0361, -2.2562], [-7.0126, -4.8420, -4.6887], [2.9781, 6.4929, 3.4421], [0.4231, 9.0616, 2.0868], [-0.8264, 4.0236, 3.5492], [-0.2455, -0.3637, -3.9444], [6.7884, -2.8148, -2.2383], [-0.1008, -0.0560, -2.1838], [-7.3728, -3.2982, -3.8570], [-6.1291, -4.0327, -1.8188], [5.2162, 0.3955, -0.7592], [-0.5720, -1.7391, 4.1462], [6.6319, -0.6834, -0.7757], [-2.4004, -1.7318, -3.4545]],
  "forces_ev_per_a": [[0.2, -0.2, -0.2], [0.0, 0.1, -0.1], [0.0, 0.0, 0.1], [-0.3, -0.2, 0.3], [0.0, -0.1, 0.0], [-0.6, 0.5, 0.1], [0.0, -0.3, 0.0], [0.2, 0.9, -0.3], [-0.9, -0.6, -0.2], [-0.3, -0.2, -0.4], [0.1, 0.1, -0.2], [0.2, 0.5, -0.1], [-0.3, 0.0, -0.1], [-0.5, 0.8, 0.2], [0.1, 0.0, -0.1], [0.6, -0.1, 0.4], [0.1, 0.1, -0.1], [-0.1, 0.0, 0.1], [0.1, 0.2, 0.0], [-0.1, 0.0, 0.0], [0.4, -0.3, 0.0], [-0.5, 0.4, -0.2], [1.0, -1.0, 0.3], [0.0, 0.1, -0.1], [0.1, 0.1, -0.1], [0.2, 0.2, 0.0], [0.4, -0.8, 0.5], [0.5, 0.4, 0.7], [0.0, 0.0, 0.0], [0.0, -0.1, -0.3], [0.0, -0.1, 0.0], [0.1, 0.0, 0.0], [0.3, -0.1, -0.1], [0.0, 0.0, 0.0], [0.0, 0.0, 0.1], [0.0, -0.1, 0.1], [-0.1, 0.0, 0.0], [-0.3, 0.0, -0.1], [0.2, 0.0, 0.2], [0.1, 0.0, 0.0], [0.0, 0.0, 0.0], [0.0, 0.0, 0.0], [-0.1, 0.0, 0.0], [-0.3, 0.2, -0.1], [0.0, 0.0, 0.0], [-0.2, -0.1, -0.2], [-0.3, 0.3, -0.2], [0.1, -0.1, 0.0], [0.0, 0.0, 0.0], [-0.1, 0.0, 0.0], [0.0, 0.0, 0.0], [-0.2, -0.3, 0.0], [0.0, 0.0, 0.0], [0.0, 0.0, 0.0], [0.0, -0.1, 0.1], [0.1, 0.0, 0.0], [0.0, 0.1, 0.0], [-0.1, -0.1, 0.0], [-0.1, -0.1, 0.1], [0.0, 0.0, 0.0], [0.0, 0.0, 0.0]],
  "lowdin_charge": [0.841, 0.821, 0.830, 0.776, 0.805, -0.082, -0.542, -0.112, -0.078, 0.107, -0.560, -0.542, -0.551, -0.431, -0.269, -0.418, -0.280, -0.263, -0.257, -0.277, 0.000, -0.165, -0.165, -0.275, -0.278, -0.285, -0.759, -0.538, 0.049, 0.132, 0.058, 0.047, 0.089, 0.053, 0.047, 0.023, 0.046, 0.085, -0.009, 0.067, 0.051, 0.052, 0.060, 0.118, 0.049, 0.082, 0.120, 0.025, 0.050, 0.053, 0.049, 0.035, 0.048, 0.049, 0.062, 0.056, 0.060, 0.027, 0.126, 0.053, 0.035]
}